{"formula": "C6H20BrCoN5O4", "method": "ωB97M-V/def2-TZVPD", "spin_multiplicity": 4, "s_squared": 3.756, "lumo_energy_ev": [0.51, 0.50], "total_energy_ha": -4772.27467, "max_force_ev_per_a": 0.93, "total_charge": 0, "e_above_lowest_kcal_mol": 0.0, "e_homo_ev": [-7.33, -7.69], "symbols": ["O", "N", "H", "N", "O", "N", "H", "N", "H", "H", "O", "H", "N", "H", "C", "H", "H", "C", "H", "H", "H", "H", "H", "Br", "H", "C", "O", "H", "C", "Co", "C", "H", "H", "H", "C", "H", "H"], "xyz": [[-12.3936, 7.0430, 3.4750], [-8.7909, 6.4159, 0.8023], [-11.6792, 4.8364, 4.9685], [-10.6967, 4.9810, 4.7442], [-9.3954, 7.1990, 2.8284], [-12.6758, 9.0493, 6.8393], [-10.4731, 2.5242, 5.8875], [-13.2152, 7.0016, 7.7874], [-8.7453, 9.3736, 2.0615], [-12.0476, 9.5592, 6.2214], [-11.3601, 7.2568, 6.4930], [-6.7728, 7.0172, 5.1697], [-8.6570, 8.6888, 1.3254], [-13.1398, 6.0027, 7.8114], [-7.6783, 7.5462, 5.4884], [-8.9163, 2.7412, 6.6509], [-7.8733, 8.3692, 4.8023], [-9.5217, 3.0527, 5.7978], [-12.5114, 7.9465, 3.1569], [-7.4826, 7.9579, 6.4834], [-8.3606, 8.8984, 0.3925], [-8.5160, 6.5729, -0.1493], [-13.9848, 7.3959, 8.2956], [-10.5369, 9.8946, 4.3221], [-13.5987, 9.4365, 6.9201], [-9.0232, 7.4333, 1.6879], [-8.8111, 6.7120, 5.4621], [-9.0382, 2.7685, 4.8634], [-9.8195, 4.5475, 5.8361], [-10.7288, 7.1756, 4.4339], [-12.3867, 7.7357, 6.9885], [-10.6116, 4.4242, 3.8969], [-7.6957, 4.9980, 5.2783], [-9.0837, 5.4956, 1.0682], [-8.5348, 5.3873, 5.8635], [-8.2572, 5.3855, 6.9285], [-10.3509, 4.7771, 6.7590]], "forces_ev_per_angstrom": [[0.3893, 0.1973, 0.3528], [-0.1241, 0.2827, -0.0845], [0.0911, 0.2556, 0.2854], [-0.6515, -0.1858, -0.2835], [-0.0045, -0.6081, -0.0795], [0.1284, 0.0826, -0.0216], [0.0736, -0.1335, -0.1334], [-0.0964, -0.1141, -0.0067], [-0.1976, 0.2781, -0.2073], [0.0691, -0.1212, -0.1476], [-0.2101, -0.7050, 0.2413], [-0.1327, -0.1088, -0.1094], [-0.2415, -0.6856, 0.0264], [0.2582, 0.0083, -0.1364], [0.3829, 0.5389, -0.1511], [0.1749, 0.0254, -0.1199], [-0.0199, 0.0083, 0.0798], [-0.3615, 0.1695, 0.3315], [-0.2078, -0.1652, -0.1373], [-0.1952, -0.1114, 0.0700], [0.0178, 0.2848, 0.0610], [-0.0560, 0.0524, 0.0038], [0.0383, 0.2334, -0.1547], [0.1251, -0.1461, 0.0137], [-0.1114, -0.2994, 0.1535], [0.9123, 0.1954, 0.0408], [0.0538, -0.3277, 0.0705], [0.0835, -0.0397, 0.0147], [0.1038, -0.0262, -0.4029], [-0.3927, 0.2030, -0.0742], [-0.1471, 0.7140, 0.0630], [0.5567, 0.1782, -0.0017], [-0.1583, -0.2213, -0.1727], [-0.1338, 0.0213, 0.0271], [-0.4197, 0.1361, 0.7899], [0.4491, 0.0475, -0.1682], [-0.0461, 0.0861, -0.0326]]}



{"formula": "C6H20Cl2N2O4P2S", "method": "ωB97M-V/def2-TZVPD", "smiles": "NCC[PH](CN)(COO)P(O)(O)=S.ClCCCl", "lumo_energy_ev": 0.25, "total_energy_ha": -2652.15075, "max_force_ev_per_a": 5.81, "total_charge": 0, "e_homo_ev": -8.38, "symbols": ["H", "Cl", "H", "H", "H", "C", "H", "H", "C", "H", "H", "C", "P", "N", "O", "H", "C", "H", "S", "H", "N", "O", "O", "O", "H", "H", "H", "Cl", "H", "C", "P", "H", "H", "H", "H", "H", "C"], "xyz": [[-0.2432, 0.4852, 0.5769], [-0.4657, -0.0034, 3.2854], [-0.6904, 1.4071, -2.7235], [1.3564, -2.3245, -1.0974], [-1.9191, 2.3883, 4.0836], [2.7467, -1.1508, 0.3708], [-2.7775, -0.3549, 2.9514], [2.2246, -0.8783, -1.9389], [1.2177, 1.5510, -0.9326], [1.3491, 1.8555, -2.0724], [-1.9494, 0.0184, -2.2548], [-2.1350, 0.5310, 2.9700], [0.1792, -0.0535, -0.7209], [-0.2956, -0.5678, -3.5323], [-1.6069, -2.6752, -1.6969], [-3.5896, 1.9460, 3.6922], [-0.7965, 0.2885, -2.3694], [4.2540, -0.9231, -1.1432], [-0.4440, -2.9529, 1.1061], [0.2253, 4.0593, -1.4986], [4.1642, -0.7869, -0.1083], [-0.2468, 3.3292, -0.9950], [-2.6789, -1.0741, 0.3492], [0.5668, 2.6885, -0.2018], [2.8063, -2.1718, 0.9776], [0.4893, -0.0214, -3.9656], [2.3071, 1.4768, -0.4612], [-2.8288, 0.8305, 5.6085], [-0.8588, -3.3033, -1.9878], [-2.6150, 1.5488, 3.9930], [-1.1666, -1.7586, -0.2835], [-2.1409, 0.9771, 1.9712], [0.1433, -1.4562, -3.2016], [4.3321, 0.2464, 0.0625], [2.3792, -0.2445, 1.0516], [-3.0090, -1.7239, 1.0442], [1.7165, -1.2023, -0.9085]], "forces_ev_per_angstrom": [[0.1748, -0.5646, -0.7229], [0.0030, 0.0722, 0.1313], [-0.3787, -2.2675, 1.0444], [0.7115, 2.4196, 0.5350], [-0.0675, -0.2635, 0.0017], [0.1166, 0.9865, -0.2176], [0.2013, 0.2263, 0.1316], [-0.9088, -0.3949, 2.3547], [2.1231, 1.2839, -0.3898], [-0.1628, -0.4906, 2.3245], [2.4239, 0.6816, 0.0952], [-0.2583, 0.2300, 0.0101], [0.8786, 1.8710, -1.2509], [1.4382, 0.9564, 0.9189], [1.6266, 0.4384, 0.9618], [0.1591, -0.1509, -0.0029], [-1.4512, 0.1570, -1.1829], [-0.1826, 0.1019, 1.3889], [-0.2368, 0.4355, -0.6749], [-0.1005, -1.1405, 1.0577], [-1.0629, 1.1141, -0.1800], [-3.2704, 3.0721, -3.6952], [1.8858, -1.9853, -0.7700], [4.0328, -3.2141, 1.7016], [-0.5268, 2.3460, -1.4666], [-0.9180, -0.8424, 0.4367], [-2.2634, 0.1715, -0.8880], [0.0331, -0.0115, 0.0321], [-1.6498, 1.3405, 1.0870], [0.0009, 0.1159, -0.3040], [-2.9183, -2.9084, 1.1858], [-0.0411, -0.0264, 0.1915], [-0.7110, 0.9745, -0.3209], [-0.2966, -1.7703, -0.3473], [0.8066, -2.3151, -1.0788], [0.7652, 0.9252, -1.2792], [0.0243, -1.5741, -0.8186]]}



{"formula": "C6H20N2O2", "method": "ωB97M-V/def2-TZVPD", "spin_multiplicity": 2, "s_squared": 0.751, "lumo_energy_ev": [3.43, 3.41], "total_energy_ha": -500.53310, "max_force_ev_per_a": 1.85, "total_charge": -1, "e_above_lowest_kcal_mol": 0.0, "e_homo_ev": [0.81, -5.92], "symbols": ["H", "H", "N", "O", "H", "H", "C", "H", "H", "H", "C", "C", "H", "H", "H", "C", "C", "H", "H", "H", "N", "H", "H", "O", "C", "H", "H", "H", "H", "H"], "xyz": [[4.7791, -1.4311, 0.7302], [-1.4353, 2.3097, 0.7483], [-0.7833, 0.1060, 1.3171], [4.4393, -1.8403, 1.5328], [1.1434, -0.5637, -2.1770], [1.3573, -2.6283, 0.7321], [-2.3734, 1.8048, 0.4329], [-3.1675, 2.4512, 0.7916], [1.7248, -0.4661, 0.8830], [3.6916, -1.3172, 1.8239], [1.1161, -0.7152, -0.0110], [-2.2126, 0.4648, 1.1546], [-0.8863, 2.4703, -2.7636], [0.5535, -2.5789, -0.7111], [-4.1094, -0.3168, 0.5834], [-0.0903, 0.2281, 0.0192], [1.8579, -0.5902, -1.3505], [0.5212, 2.8547, -3.2310], [2.2348, 0.4429, -1.4568], [-2.4718, 1.6317, -0.6460], [0.6842, -2.1169, 0.1779], [-2.9102, -0.9485, -0.4943], [-2.5580, 0.6795, 2.1871], [-0.3667, 3.2293, -3.0805], [-3.0801, -0.6866, 0.5482], [-0.8636, -0.8731, 1.5905], [2.6465, -1.3300, -1.4377], [-0.7471, -0.0842, -0.8010], [-2.9543, -1.5699, 1.1759], [0.2428, 1.2600, -0.1558]], "forces_ev_per_angstrom": [[-0.2148, 0.1833, -0.0691], [-0.5331, 0.2295, -0.8991], [-0.9356, 0.3658, -0.5914], [0.3355, -0.4709, 0.2092], [-0.0628, -0.7584, -0.0843], [0.0850, -0.1120, -0.2133], [1.2301, -0.2263, 0.3160], [-0.4433, -0.3080, 0.0414], [-0.0114, -0.0227, -0.6190], [-0.1375, 0.2958, -0.1553], [0.0138, -0.3791, -0.2627], [-0.5985, 0.0756, 0.5850], [0.2168, 0.1004, -0.0939], [0.1078, -0.0254, -0.0063], [-0.1458, -0.3478, 0.1569], [0.2475, -1.0646, 0.5290], [-0.2370, 1.6818, 0.7416], [-0.2188, 0.0042, 0.0952], [0.4332, -0.3277, 0.1487], [0.3231, 0.4937, 0.1564], [-0.4368, 0.2941, 0.5451], [0.5021, 0.1455, -0.0266], [-0.1367, -0.5577, -0.3358], [0.0305, -0.1178, -0.0122], [-0.0058, 1.0762, 0.6933], [0.8368, 0.0097, -0.3148], [0.0825, -0.0607, -0.2866], [0.0310, 0.1941, -0.1682], [-0.2384, -0.1232, -0.1153], [-0.1194, -0.2470, 0.0364]]}



{"formula": "C6H20O4", "method": "ωB97M-V/def2-TZVPD", "spin_multiplicity": 2, "s_squared": 0.754, "lumo_energy_ev": [-2.83, -9.31], "total_energy_ha": -541.17131, "max_force_ev_per_a": 4.02, "total_charge": 1, "e_above_lowest_kcal_mol": 0.0, "e_homo_ev": [-12.94, -12.93], "symbols": ["H", "H", "H", "O", "O", "H", "O", "H", "H", "H", "H", "H", "H", "H", "H", "C", "H", "H", "H", "H", "C", "C", "C", "H", "H", "H", "H", "C", "C", "O"], "xyz": [[4.6255, -2.0908, -1.2364], [-0.0003, 3.3154, 3.3193], [-3.8877, -0.7867, -0.3195], [1.7506, -1.2116, -0.2036], [-0.6884, 3.9607, 3.4812], [1.0197, -3.2782, -1.6056], [-1.4786, 1.3656, -0.8965], [0.0048, 1.3702, 2.1876], [3.8197, -0.6149, -1.8728], [-2.7385, 2.6823, 0.8178], [-2.7507, -0.9723, -1.5555], [-0.9020, 1.1318, -0.1653], [-3.4527, 1.3777, -1.2769], [2.5891, -3.4921, -2.4455], [-2.5644, 1.0981, 1.5918], [-3.0106, 1.6290, 0.7509], [-2.2056, -1.0242, 0.1560], [1.6316, -2.1329, -2.6526], [2.9415, -2.8148, 0.0919], [4.1881, -0.7841, -0.0580], [-2.7472, 1.0193, -0.5273], [3.9524, -1.2645, -1.0077], [-2.8571, -0.5302, -0.5648], [1.3734, -0.6536, -0.8878], [0.9351, 0.4210, 1.4627], [-0.2373, 4.8045, 3.4538], [-4.0467, 1.6526, 1.0884], [2.7322, -2.1178, -0.7195], [1.9682, -2.8086, -1.8663], [0.0358, 0.7487, 1.4603]], "forces_ev_per_angstrom": [[1.1481, 0.6974, -0.1977], [0.2762, 0.0346, 0.1684], [-0.1923, 0.5517, 0.3756], [-1.1570, 0.6824, 1.9064], [-0.3325, -0.3082, -0.1960], [0.4041, -0.3319, 0.7142], [-0.5165, -0.4524, -1.9352], [-0.1924, 0.1867, 0.1927], [0.0744, 0.1173, 0.2374], [0.3805, -0.0741, -0.3133], [0.5350, 0.4587, -0.0737], [1.6511, -0.1277, 1.9151], [0.2961, -0.0012, -0.4563], [0.0146, -0.4181, 0.2909], [0.4739, 0.0059, -0.0328], [-0.7159, 0.8765, 3.8588], [0.1648, 0.2604, -0.0465], [0.3159, 0.8090, 0.0976], [-0.0334, 0.0011, -0.0511], [0.3424, 0.2128, -0.4169], [-1.2030, 0.6317, -1.9009], [-0.2958, -2.2571, -0.2265], [-0.1796, -1.7788, -0.0541], [0.3856, -0.2637, -0.4275], [0.5121, -0.5644, -0.2912], [0.1035, 0.3154, 0.0385], [-0.4472, -0.4104, -0.7668], [-2.1518, 1.1505, -0.8828], [0.9033, -0.2367, -0.9965], [-0.5645, 0.2324, -0.5300]]}



{"formula": "C6H21CaN9O8", "method": "ωB97M-V/def2-TZVPD", "lumo_energy_ev": 0.22, "total_energy_ha": -2013.76982, "max_force_ev_per_a": 2.21, "total_charge": 0, "e_homo_ev": -7.26, "symbols": ["O", "N", "H", "O", "N", "H", "N", "H", "N", "N", "H", "H", "N", "H", "N", "H", "H", "C", "O", "Ca", "H", "H", "H", "C", "H", "H", "O", "N", "C", "O", "H", "H", "C", "H", "O", "H", "O", "H", "H", "C", "C", "H", "H", "N", "O"], "xyz": [[-2.5830, -3.3291, -1.7631], [2.6636, 1.4755, -3.2788], [-2.4615, 3.2262, -1.4394], [-1.0859, -1.7751, -1.9612], [2.4246, -2.6285, 2.1885], [2.8752, -1.7341, 2.1899], [0.9256, 2.9373, -0.2522], [3.3287, 3.2366, 0.5699], [2.8584, 2.4309, 0.9332], [-1.8929, -2.4525, -1.2674], [3.4000, 1.7259, 1.3969], [-3.1329, 0.7419, 4.2211], [-2.3320, -1.4007, 3.1302], [-3.4485, 0.3292, -1.3980], [1.0477, -4.1047, 1.0520], [1.3142, 3.8277, -0.4979], [3.5634, -1.3533, -2.0617], [-2.1680, -0.1490, 2.5886], [-1.9257, -2.1965, -0.0405], [-0.3101, -0.1771, -0.4019], [-2.5122, 2.1185, -2.8480], [-2.7883, -1.5485, 4.0107], [-4.4912, 1.7618, -1.5824], [-2.3761, 2.1702, -1.7513], [3.1679, 1.5144, -4.1436], [1.8123, 1.9921, -3.1105], [-1.7283, 0.0063, 1.4713], [-2.6806, 0.8735, 3.3371], [-3.5545, 1.3917, -1.1607], [0.8797, -1.8920, 0.7015], [-2.4301, 1.7950, 3.0271], [0.1787, -4.2620, 0.5721], [2.6105, 0.3326, -2.5375], [-2.3390, -2.1406, 2.4447], [0.9851, 1.1308, 1.0830], [-3.5784, 1.4647, -0.0693], [-1.1327, 1.6621, -1.4241], [1.5410, -4.8327, 1.5337], [4.4804, -0.2425, -3.0888], [1.4217, -2.8191, 1.2790], [1.5657, 2.1120, 0.6297], [2.6409, -3.3322, 2.8678], [0.0119, 2.5995, -0.6172], [3.6225, -0.5676, -2.6829], [1.6324, 0.0811, -1.8496]], "forces_ev_per_angstrom": [[0.0328, 0.0673, -0.0099], [-0.0429, -0.0263, 0.8807], [-0.1070, 0.0650, -0.1406], [-0.0335, -0.0393, -0.4601], [-0.0507, -0.2908, -0.3460], [-0.1201, 0.0981, 0.2743], [0.7887, -0.2606, 1.0099], [-0.0705, -0.0388, -0.1738], [0.0978, -0.3449, 0.4901], [0.0787, -0.4306, -0.1283], [0.0016, 0.0940, 0.1435], [0.1027, -0.0017, 0.0139], [0.4387, 0.0516, -0.2890], [-0.0692, 0.0284, -0.1146], [0.4211, 0.1455, 0.4107], [0.0339, -0.0161, -0.1627], [0.3213, -0.1198, -0.0763], [-1.4460, -0.6999, 0.5661], [-0.1397, -0.0203, 0.2675], [-0.5108, -0.0145, -0.2255], [-0.0103, 0.3195, 0.0390], [-0.0973, 0.0386, -0.0721], [-0.0996, -0.0512, 0.0897], [0.0337, -0.3343, -0.2547], [-0.1246, 0.1373, -0.0979], [0.0546, 0.3052, -0.5886], [0.5442, 0.6470, 0.0293], [0.5452, 0.2279, -0.2883], [0.3037, -0.0322, 0.1991], [0.4778, 0.1797, -0.1254], [-0.1331, 0.0986, 0.1102], [-0.0203, -0.0664, -0.0160], [-0.5269, -0.6537, -0.6563], [0.0536, -0.0705, 0.0357], [0.6313, -0.5876, 0.4268], [-0.0445, 0.0904, -0.0489], [0.2881, -0.1338, 0.5757], [-0.2928, -0.2893, -0.1632], [0.2262, -0.3776, 0.1889], [-0.5141, 0.0747, -0.0510], [-0.7311, 1.5039, -1.4398], [0.2336, 0.1060, 0.0289], [-0.4761, -0.0112, -0.4452], [-0.1724, 0.6230, -0.0956], [0.1240, 0.0096, 0.6899]]}



{"formula": "C6H21ClI2NP2Tc", "method": "ωB97M-V/def2-TZVPD", "spin_multiplicity": 4, "s_squared": 3.771, "lumo_energy_ev": [-13.62, -14.38], "total_energy_ha": -2113.88249, "max_force_ev_per_a": 5.30, "total_charge": 3, "e_above_lowest_kcal_mol": 0.0, "e_homo_ev": [-20.08, -19.83], "symbols": ["H", "H", "H", "C", "H", "P", "P", "C", "H", "C", "H", "Cl", "H", "H", "H", "H", "N", "C", "I", "H", "H", "H", "H", "I", "C", "H", "C", "H", "Tc", "H", "H", "H", "H", "H"], "xyz": [[-3.4123, -1.6873, 0.6543], [-3.9511, 0.3422, -1.4447], [3.9622, 0.3255, -1.4169], [2.8681, 0.2702, -1.4955], [-0.8320, -3.0377, -0.3754], [2.0654, 0.2947, 0.1435], [-2.0641, 0.3049, 0.1275], [3.1649, -0.7671, 1.1736], [-4.1123, -0.2044, 1.3422], [-2.6132, 1.9294, 0.6931], [-2.0809, 2.2119, 1.6004], [-0.0097, -0.7462, 2.3628], [3.6929, 1.8873, 0.9613], [-2.4528, 1.1265, -2.0941], [2.6912, -0.9704, 2.1395], [-2.5774, -0.6451, -2.0309], [-0.0093, -2.6600, 0.1093], [-3.1758, -0.7503, 1.1511], [0.0125, 1.6171, -3.2946], [2.5885, -0.6562, -2.0125], [-2.4356, 2.6676, -0.0852], [3.4012, -1.7043, 0.6771], [2.0824, 2.2008, 1.6175], [0.0078, -1.4733, -2.6333], [-2.8567, 0.2825, -1.5161], [2.4521, 2.6556, -0.0653], [2.6198, 1.9160, 0.7139], [-3.6882, 1.9070, 0.9327], [-0.0006, -0.4912, -0.0540], [-0.0143, -3.0378, 1.0695], [4.1023, -0.2258, 1.3732], [2.4711, 1.1161, -2.0755], [0.8142, -3.0440, -0.3693], [-2.7107, -0.9544, 2.1209]], "forces_ev_per_angstrom": [[0.0171, -0.1381, -0.0578], [0.2603, 0.1484, 0.2173], [-0.2605, 0.1508, 0.2149], [-0.6723, -0.5716, -0.5399], [0.1767, -0.0877, 0.1661], [5.1399, 1.1346, 0.6580], [-5.1300, 1.1549, 0.6270], [-0.5782, -0.4954, 0.4571], [0.3447, 0.0003, -0.3604], [0.9006, 0.7816, 0.4984], [-0.0232, 0.1813, 0.0760], [0.0065, 0.7795, -1.4965], [-0.3595, -0.3102, -0.2714], [-0.3887, -0.1386, 0.0875], [0.1036, -0.0003, -0.1876], [-0.4545, 0.3109, 0.0203], [0.0038, 0.3836, 0.3987], [0.5712, -0.4963, 0.4594], [0.0025, 0.1105, -0.0935], [0.4585, 0.3155, 0.0265], [0.0704, 0.1579, 0.0439], [-0.0190, -0.1378, -0.0579], [0.0249, 0.1822, 0.0750], [-0.0014, 0.3018, -0.5984], [0.6731, -0.5687, -0.5386], [-0.0702, 0.1563, 0.0452], [-0.9013, 0.7844, 0.4941], [0.3571, -0.3120, -0.2679], [-0.0164, -3.9394, 0.3994], [0.0020, 0.3832, -0.2011], [-0.3431, 0.0038, -0.3645], [0.3872, -0.1408, 0.0904], [-0.1807, -0.0862, 0.1666], [-0.1010, 0.0013, -0.1862]]}